(1)
The following is a quantum chemistry calculation of an isolated molecule of C2H2N2O3, from OMol25.

Values from the calculation:
net charge: 0
E_LUMO: 0.091 eV
HOMO-LUMO gap: 0.3732 Eh
structure (SMILES): O=c1nc(O)[nH]o1
HOMO: -10.063 eV

Geometry as XYZ:
```
9
C2H2N2O3 (ωB97M-V/def2-TZVPD)
O 1.553 -0.780 1.590
C 0.760 -0.483 0.736
N 0.820 -0.077 -0.617
C -0.363 0.377 -0.864
O -0.694 0.903 -1.968
N -1.279 0.164 0.157
O -0.549 -0.393 1.114
H 0.232 1.225 -2.402
H -1.891 0.964 0.512
```

***

(2)
The following is a quantum chemistry calculation of an isolated molecule of CH2N4O, from OMol25.

Values from the calculation:
net charge: 0
E_LUMO: 0.398 eV
HOMO-LUMO gap: 0.3749 Eh
structure (SMILES): [H]/N=N/N=C=NO
HOMO: -9.803 eV

Geometry as XYZ:
```
8
CH2N4O (ωB97M-V/def2-TZVPD)
H -3.136 0.180 0.881
N -2.388 0.304 0.184
N -1.643 -0.666 0.349
N -0.580 -0.669 -0.581
C 0.491 -0.150 -0.271
N 1.528 0.511 -0.141
O 2.595 -0.126 0.492
H 3.140 0.622 0.772
```

***

(3)
The following is a quantum chemistry calculation of the ion C8H9BrN3S with charge +1, from OMol25.

Values from the calculation:
net charge: +1
E_LUMO (spin up / spin down): -4.982 / -4.978 eV
HOMO-LUMO gap (spin up / spin down): 0.2535 / 0.2579 Eh
HOMO (spin up / spin down): -11.880 / -11.997 eV

Geometry as XYZ:
```
22
C8H9BrN3S (ωB97M-V/def2-TZVPD)
C 1.591 -0.855 -0.894
C -0.733 -0.210 -1.486
C 0.685 -0.182 1.178
C 2.675 -1.388 1.232
C 2.555 -1.132 2.570
C -2.652 0.172 -0.171
C -2.817 1.143 -1.330
C -1.344 0.877 -0.880
N 0.547 -0.673 -1.695
N 1.568 -0.895 0.460
N -0.662 1.948 -0.317
S 1.183 -0.021 2.759
Br 3.670 -1.404 3.986
H 2.360 -1.487 -1.409
H 3.324 -2.060 0.866
H -2.454 0.497 0.813
H -2.864 -0.840 -0.132
H -3.225 0.800 -2.297
H -3.225 2.167 -1.012
H 0.086 1.547 0.311
H -1.147 2.697 0.079
H 0.880 -0.702 -2.630
```

***

(4)
The following is a quantum chemistry calculation of a structure of composition C3H4F2O4S, from OMol25.

Values from the calculation:
net charge: 0
E_LUMO: 0.597 eV
HOMO-LUMO gap: 0.4083 Eh
HOMO: -10.513 eV

Geometry as XYZ:
```
14
C3H4F2O4S (ωB97M-V/def2-TZVPD)
C -1.098 -0.967 1.251
C 1.456 0.277 -1.448
C -1.745 -0.881 0.106
O -0.122 -0.136 1.806
O 1.704 1.081 1.356
O -0.257 2.103 0.660
O 0.471 0.169 -0.428
F -1.768 0.112 -0.805
F -2.794 -1.674 -0.245
S 0.415 0.913 0.886
H -1.272 -1.884 1.773
H 2.138 1.039 -0.990
H 1.016 0.651 -2.332
H 1.854 -0.803 -1.590
```

***

(5)
The following is a quantum chemistry calculation of an isolated molecule of C4H8FNO2, from OMol25.

Values from the calculation:
net charge: 0
E_LUMO: 0.726 eV
HOMO-LUMO gap: 0.3836 Eh
structure (SMILES): C[C@](F)(CN)C(=O)O
HOMO: -9.712 eV

Geometry as XYZ:
```
16
C4H8FNO2 (ωB97M-V/def2-TZVPD)
C 0.129 -0.385 1.492
C -0.183 -0.372 -0.012
F -0.101 -1.589 -0.524
C 0.772 0.534 -0.713
N 2.131 0.199 -0.418
C -1.660 0.159 -0.175
O -1.942 1.324 0.045
O -2.520 -0.745 -0.580
H -0.608 -1.083 1.951
H 0.058 0.613 1.975
H 1.108 -0.813 1.713
H 0.586 1.599 -0.477
H 0.435 0.566 -1.858
H 2.409 -0.628 -0.880
H 2.758 0.926 -0.792
H -3.374 -0.305 -0.746
```

***

(6)
The following is a quantum chemistry calculation of an isolated molecule of C17H23N7O, from OMol25.

Values from the calculation:
net charge: 0
E_LUMO: 0.611 eV
HOMO-LUMO gap: 0.2933 Eh
structure (SMILES): CC#CCn1c(N2CCC[C@@H](N)C2)nc2c1C(=O)NC1=NCCCN12
HOMO: -7.370 eV

Geometry as XYZ:
```
48
C17H23N7O (ωB97M-V/def2-TZVPD)
C 3.502 -2.330 2.288
C 2.625 -1.180 2.075
C 2.005 -0.170 2.123
C 1.364 1.182 2.029
N 0.453 1.231 0.949
C -0.502 0.257 0.414
N -1.287 -0.644 1.178
C -2.421 -1.442 0.497
C -2.380 -2.869 1.003
C -2.524 -2.862 2.417
C -1.498 -1.992 3.216
N -0.153 -2.601 2.994
C -1.499 -0.557 2.675
N -0.733 0.385 -0.926
C 0.051 1.423 -1.195
C 0.733 1.993 -0.200
C 1.599 3.053 -0.588
O 2.408 3.527 0.187
N 1.389 3.678 -1.803
C 0.730 3.026 -2.810
N 0.940 3.395 -4.094
C 0.409 2.613 -5.192
C 0.248 1.150 -4.824
C -0.633 1.215 -3.599
N 0.106 1.858 -2.482
H 3.286 -2.967 1.371
H 3.246 -2.821 3.244
H 4.544 -2.193 2.451
H 2.140 1.901 1.845
H 0.909 1.423 2.965
H -2.196 -1.400 -0.572
H -3.377 -0.989 0.615
H -1.387 -3.288 0.671
H -3.228 -3.251 0.609
H -3.504 -2.552 2.571
H -2.264 -3.858 2.836
H -1.737 -2.116 4.262
H 0.575 -2.162 3.606
H 0.265 -2.488 2.071
H -2.430 -0.039 2.928
H -0.764 0.048 3.205
H 1.958 4.435 -2.140
H 1.202 2.705 -6.028
H -0.547 2.976 -5.554
H -0.292 0.593 -5.589
H 1.202 0.779 -4.543
H -0.929 0.156 -3.379
H -1.604 1.771 -3.777
```

***

What ΔE to the lowest compared entry with this formula, charge and spin values result from the calculations? In sequence: 33.2, 90.3, 108.4, 31.2, 0.0, 100.8 kcal/mol.
What maximum force values result from the calculations? In sequence: 4.89, 0.77, 3.86, 5.26, 3.74, 5.12 eV/Å.
What total energy values result from the calculations? In sequence: -412.598142, -333.403865, -3446.202792, -1015.461058, -462.321709, -1120.020768 Eh.